C6H8Si | the ωB97M-V functional and the def2-TZVPD basis

Output
Multiplicity   3
Energy above the lowest of the compared OMol25 structures with the same formula, charge and spin   142.03 kJ/mol
Expectation value of S²   2.0176
DFT total energy   -14220.557 eV
LUMO (spin up / spin down)   0.7 / -1.8 eV

Positions of all 15 atoms, in Å:
C: -1.215 1.034 0.951
C: -3.418 -3.015 -0.560
C: -1.076 -0.114 0.440
C: -2.293 -2.593 -0.650
C: 2.402 0.919 -0.468
C: 2.676 2.028 0.156
Si: -0.680 -1.603 -0.356
H: -1.334 2.013 0.383
H: -4.350 -3.558 -0.413
H: 1.526 0.873 -1.017
H: 3.208 0.318 -0.775
H: -1.416 1.136 1.991
H: 1.851 2.751 0.391
H: 3.639 2.091 0.539
H: 0.480 -2.279 -0.612

Forces on the atoms, in the same order (eV/Å):
-0.90 2.45 -0.49
-1.20 -1.09 0.12
0.58 0.49 0.42
2.49 1.52 0.83
0.66 0.60 -0.99
-2.19 0.90 0.99
-3.97 -2.52 -2.09
0.44 -1.00 0.40
0.66 0.62 -0.27
-1.95 -0.73 -0.67
0.72 -1.21 -0.05
-0.14 0.29 1.14
1.24 -0.48 -0.22
1.52 0.90 0.92
2.03 -0.74 -0.04

Here are the Löwdin charges for atoms 1 to 5, given in e: number 1, C, carries -0.094; number 2, C, carries -0.020; number 3, C, carries -0.246; number 4, C, carries -0.308; number 5, C, carries -0.090